1.
The following is a DFT calculation (ωB97M-V/def2-TZVPD) of one molecule with the formula C14H23NO3 at a distorted geometry.

```
41
Properties=species:S:1:pos:R:3:lowdin_charge:R:1
C 3.330 4.658 1.460 -0.007
C 3.457 3.193 1.000 -0.290
C 4.669 2.597 0.828 -0.035
C 4.393 1.268 0.411 0.005
C 3.027 1.115 0.403 -0.173
C 2.287 -0.138 0.050 -0.296
O 2.935 -1.170 -0.146 0.072
C 0.750 -0.083 -0.090 -0.084
C 0.134 -1.398 -0.584 -0.174
N -1.289 -1.455 -0.275 -0.127
C -1.540 -1.877 1.159 -0.168
C -1.435 -3.357 1.302 -0.240
O -2.153 -3.954 0.207 -0.076
C -2.291 -0.607 -1.000 -0.564
C -1.878 -0.257 -2.442 -0.047
C -2.685 0.719 -0.313 -0.048
C -3.578 -1.440 -1.097 -0.055
O 2.425 2.318 0.790 0.073
H 2.967 5.291 0.651 0.073
H 2.601 4.764 2.291 0.087
H 4.325 5.017 1.760 0.081
H 5.664 3.045 0.971 0.123
H 5.115 0.480 0.152 0.131
H 0.372 0.150 0.898 0.114
H 0.482 0.779 -0.732 0.121
H 0.681 -2.244 -0.143 0.122
H 0.235 -1.513 -1.670 0.121
H -0.864 -1.383 1.857 0.114
H -2.539 -1.568 1.469 0.108
H -1.867 -3.625 2.292 0.132
H -0.378 -3.601 1.290 0.102
H -1.894 -3.384 -0.534 0.052
H -1.779 -1.158 -3.049 0.084
H -0.873 0.200 -2.516 0.076
H -2.626 0.406 -2.906 0.094
H -3.011 0.482 0.724 0.082
H -1.881 1.461 -0.251 0.075
H -3.551 1.180 -0.807 0.082
H -4.019 -1.713 -0.117 0.091
H -3.400 -2.359 -1.645 0.079
H -4.318 -0.838 -1.648 0.088
```

Summary:
largest force on an atom: 2.20 eV/A
spin multiplicity: 1
LUMO energy: 0.4 eV
ΔE to the lowest compared entry with this formula, charge and spin: 53.41 kcal per mole
SMILES string: Cc1ccc(C(=O)CCN(CCO)C(C)(C)C)o1
gap between HOMO and LUMO: 8.84 eV

---

2.
The following is a DFT calculation (ωB97M-V/def2-TZVPD) of C4H5LiO2 as an isolated structure at a distorted geometry.

```
12
Properties=species:S:1:pos:R:3:lowdin_charge:R:1
H 2.538 0.632 -1.535 0.032
O 2.562 -0.111 -0.924 -0.254
Li 2.169 -0.486 1.021 0.724
O -2.766 1.046 1.091 0.035
C -1.636 0.610 1.041 -0.282
C -1.195 -0.535 0.175 -0.227
C 0.297 -0.604 0.087 -0.242
C 0.999 -0.313 -0.964 -0.236
H -0.834 1.063 1.669 0.113
H -1.709 -0.470 -0.801 0.124
H -1.560 -1.444 0.691 0.118
H 1.134 0.611 -1.553 0.095
```

Summary:
largest force on an atom: 3.95 eV/A
spin multiplicity: 1
LUMO energy: -0.5 eV
ΔE to the lowest compared entry with this formula, charge and spin: 64.80 kcal per mole
gap between HOMO and LUMO: 7.43 eV

---

3.
The following is a DFT calculation (ωB97M-V/def2-TZVPD) of C42H23N8OPdS as an isolated structure at a distorted geometry.

```
76
Properties=species:S:1:pos:R:3:lowdin_spin:R:1
Pd 0.104 0.194 -1.554 0.567
C 0.133 6.702 -2.114 0.019
C -1.291 6.571 -2.093 0.041
C -1.851 5.348 -1.858 0.019
C -1.068 4.249 -1.647 0.039
C -1.336 2.777 -1.688 0.161
N -0.127 2.124 -1.799 0.030
C 0.920 3.046 -1.746 0.231
N 2.225 2.807 -2.005 0.005
C 2.739 1.537 -2.047 0.148
C 4.171 1.253 -2.310 0.006
C 5.292 2.000 -2.582 0.026
C 6.536 1.350 -2.586 0.009
C 6.634 0.014 -2.477 0.019
C 5.525 -0.785 -2.254 0.014
C 4.324 -0.156 -2.145 0.011
C 2.992 -0.747 -1.914 0.092
N 2.603 -1.982 -1.838 0.063
C 1.405 -2.498 -1.550 0.173
N 0.213 -1.835 -1.585 0.034
C -0.831 -2.694 -1.420 0.203
N -2.121 -2.429 -1.449 -0.009
C -2.648 -1.216 -1.538 0.147
N -1.889 0.007 -1.637 0.083
C -2.785 1.029 -1.731 0.080
N -2.600 2.336 -1.774 0.081
C -4.182 0.458 -1.667 0.025
C -5.381 1.087 -1.717 0.004
C -6.521 0.220 -1.709 0.049
C -6.412 -1.191 -1.611 -0.001
C -5.163 -1.768 -1.509 0.042
C -4.019 -0.923 -1.575 -0.003
C -0.304 -4.073 -1.296 0.025
C -0.912 -5.319 -1.267 0.037
C -0.063 -6.411 -1.214 0.026
C 1.314 -6.318 -1.135 0.031
C 1.904 -5.052 -1.232 0.031
C 1.127 -3.917 -1.381 0.030
N 2.084 0.329 -1.907 0.134
C 0.332 4.364 -1.758 0.026
C 0.972 5.579 -1.937 0.042
H 0.530 7.710 -2.300 0.000
H -1.825 7.367 -2.515 0.002
H -2.940 5.305 -1.879 0.001
H 5.118 3.035 -2.826 0.001
H 7.428 1.958 -2.655 0.000
H 7.556 -0.508 -2.625 0.001
H 5.581 -1.848 -2.181 0.000
H -5.445 2.152 -1.840 -0.001
H -7.522 0.655 -1.718 0.002
H -7.339 -1.755 -1.469 -0.001
H -5.070 -2.842 -1.551 0.002
H -1.983 -5.411 -1.355 0.001
H -0.524 -7.379 -1.260 0.001
H 1.923 -7.227 -0.933 0.001
H 3.014 -5.012 -1.202 0.001
H 2.023 5.643 -1.961 0.002
C -0.850 -2.204 8.735 0.001
C -0.709 -1.456 7.366 0.013
O -0.982 -1.866 6.238 0.013
S -0.012 0.116 7.476 0.020
C 0.061 0.284 5.755 0.153
C -0.822 1.062 5.044 0.003
C -0.769 1.190 3.676 0.113
C 0.322 0.506 2.929 0.091
C 1.250 -0.156 3.694 0.065
C 1.178 -0.291 5.087 -0.009
C 0.383 0.337 1.510 0.225
C 0.464 0.145 0.343 0.510
H -1.044 -3.246 8.596 0.000
H -1.671 -1.712 9.363 0.000
H 0.068 -2.089 9.266 0.000
H -1.686 1.481 5.537 -0.002
H -1.524 1.807 3.201 0.004
H 1.995 -0.750 3.112 0.000
H 1.777 -1.066 5.599 -0.002
```

Summary:
largest force on an atom: 7.87 eV/A
spin multiplicity: 5
charge: +1
LUMO energy (spin up / spin down): -3.8 / -6.5 eV
<S²>: 6.105
gap between HOMO and LUMO (spin up / spin down): 4.35 / 4.72 eV

---

4.
The following is a DFT calculation (ωB97M-V/def2-TZVPD) of a 7-piece molecular cluster, C16H49N3O7 overall at a distorted geometry.

```
75
Properties=species:S:1:pos:R:3:lowdin_spin:R:1
C -2.778 -3.130 -1.222 0.000
C -3.152 -1.663 -1.508 0.000
C -3.886 -0.960 -0.303 0.000
O -4.043 0.484 -0.476 0.000
C -5.183 0.746 -1.385 0.000
N -2.020 -0.825 -1.843 0.000
H -3.683 -3.738 -1.248 0.000
H -2.321 -3.298 -0.246 0.000
H -2.198 -3.615 -2.007 0.000
H -3.724 -1.628 -2.435 0.000
H -3.343 -1.099 0.632 0.000
H -4.785 -1.501 -0.007 0.000
H -5.073 0.559 -2.453 0.000
H -5.588 1.757 -1.338 0.000
H -5.935 0.032 -1.049 0.000
H -2.386 0.031 -2.234 0.000
H -1.571 -0.565 -0.976 0.000
C 0.141 -0.532 0.747 0.000
C -0.314 0.829 1.392 0.000
C -0.876 1.711 0.241 0.000
O -1.253 2.928 0.771 0.000
C -2.173 3.618 -0.077 0.000
N -1.350 0.632 2.440 0.000
H 0.635 -1.078 1.550 0.000
H 0.807 -0.502 -0.116 0.000
H -0.769 -1.025 0.404 0.000
H 0.545 1.263 1.903 0.000
H -1.765 1.229 -0.166 0.000
H -0.136 2.011 -0.501 0.000
H -1.740 4.596 -0.291 0.000
H -3.155 3.766 0.372 0.000
H -2.171 3.091 -1.031 0.000
H -1.907 1.474 2.426 0.000
H -2.064 0.020 2.072 0.000
C 4.351 0.214 0.805 0.010
C 4.908 -0.378 -0.578 0.121
C 3.887 -0.060 -1.729 0.065
O 4.402 -0.523 -2.949 0.210
C 4.361 -1.918 -3.114 0.024
N 6.143 0.296 -0.904 0.449
H 4.996 -0.202 1.579 0.003
H 3.353 -0.161 1.032 0.002
H 4.449 1.300 0.794 0.001
H 5.032 -1.459 -0.515 0.048
H 3.562 0.979 -1.682 0.006
H 2.986 -0.623 -1.482 0.006
H 4.442 -2.151 -4.176 0.003
H 3.413 -2.388 -2.853 0.002
H 5.196 -2.328 -2.546 0.015
H 6.923 0.042 -0.315 0.019
H 6.440 0.050 -1.837 0.011
C -2.402 -2.880 2.706 0.000
O -3.784 -2.481 2.532 0.000
H -2.415 -3.856 3.191 0.000
H -1.801 -3.071 1.817 0.000
H -1.868 -2.225 3.396 0.000
H -4.070 -2.260 3.421 0.000
C 0.975 -0.466 -3.557 0.000
O 0.706 -1.504 -2.667 0.003
H 2.022 -0.167 -3.501 0.000
H 0.621 -0.621 -4.576 0.000
H 0.333 0.367 -3.269 0.000
H -0.218 -1.469 -2.410 0.000
C 1.068 -1.628 4.990 0.000
O -0.197 -1.073 4.795 0.000
H 1.058 -2.718 4.954 0.000
H 1.651 -1.305 4.127 0.000
H 1.494 -1.414 5.970 0.000
H -0.142 -0.650 3.935 0.000
C 0.870 5.663 0.454 0.000
O 2.138 5.558 0.951 0.000
H 0.663 4.758 -0.117 0.000
H 0.189 5.615 1.304 0.000
H 0.821 6.438 -0.311 0.000
H 2.657 5.082 0.298 0.000
```

Summary:
largest force on an atom: 3.77 eV/A
spin multiplicity: 2
charge: +1
LUMO energy (spin up / spin down): -2.8 / -8.7 eV
<S²>: 0.756
gap between HOMO and LUMO (spin up / spin down): 8.88 / 2.97 eV